# 1
C48H39N11RhS | ωB97M-V with the def2-TZVPD basis set

As for the net charge: +1. As for the orbital gap (spin up / spin down): 4.86 / 4.84 eV. For the highest occupied orbital energy (spin up / spin down), the calculation gives -8.740 / -8.726 eV. The total energy is -2963.52897 hartree. The energy above the lowest of the compared OMol25 structures with the same formula, charge and spin comes out at 0.000 eV. The strongest force on any atom is 1.4 eV Å⁻¹.

XYZ file:
```
100
C48H39N11RhS (ωB97M-V with the def2-TZVPD basis set)
Rh 0.0328 0.0134 -0.6479
C -0.2069 0.5676 -7.0838
C 0.9375 -0.2281 -7.0473
C 1.5796 -0.5197 -5.8527
C 1.0397 -0.0104 -4.6769
C 1.3717 -0.1751 -3.2828
N 0.4001 0.4397 -2.5292
C -0.4980 1.0669 -3.3591
N -1.5081 1.8124 -2.9669
C -1.9842 1.8812 -1.7425
C -2.9755 2.8086 -1.2615
C -3.5877 3.9249 -1.8136
C -4.4676 4.6421 -1.0159
C -4.7591 4.2520 0.2902
C -4.1654 3.1350 0.8525
C -3.2610 2.4290 0.0724
C -2.4341 1.2963 0.3640
N -2.4826 0.5957 1.4799
C -1.6196 -0.3403 1.8123
N -0.4043 -0.5552 1.2084
C 0.2720 -1.5136 1.9192
N 1.5028 -1.9147 1.6791
C 2.1955 -1.6413 0.5937
N 1.7359 -0.9791 -0.5202
C 2.6537 -1.1093 -1.5377
N 2.4374 -0.7865 -2.7975
C 3.8162 -1.7807 -1.0136
C 5.0527 -2.0973 -1.5562
C 5.9729 -2.7452 -0.7470
C 5.6693 -3.0909 0.5699
C 4.4358 -2.7928 1.1256
C 3.5188 -2.1210 0.3285
C -0.5684 -2.0034 2.9777
C -0.4439 -3.0461 3.8867
C -1.5265 -3.3270 4.7049
C -2.7015 -2.5804 4.6405
C -2.8363 -1.5284 3.7502
C -1.7672 -1.2545 2.9079
N -1.6633 1.0124 -0.7331
C -0.1338 0.7846 -4.7188
C -0.7553 1.0854 -5.9229
H -0.6761 0.7848 -8.0325
H 1.3190 -0.6235 -7.9754
H 2.4611 -1.1404 -5.8225
H -3.3818 4.2319 -2.8273
H -4.9445 5.5226 -1.4193
H -5.4639 4.8302 0.8671
H -4.3862 2.8081 1.8570
H 5.2799 -1.8440 -2.5799
H 6.9429 -3.0018 -1.1471
H 6.4098 -3.6037 1.1638
H 4.1809 -3.0675 2.1381
H 0.4536 -3.6425 3.9271
H -1.4696 -4.1437 5.4070
H -3.5210 -2.8367 5.2936
H -3.7439 -0.9506 3.6839
H -1.6504 1.6870 -5.9429
N 0.8965 1.7707 -0.1016
S 0.3350 2.6152 1.1586
C 1.5171 3.9895 1.2516
C 1.7272 4.5935 2.4801
C 2.6163 5.6506 2.5704
C 3.2850 6.0984 1.4424
C 3.0490 5.5030 0.2148
C 2.1522 4.4510 0.1111
C 0.8723 1.7330 2.6501
C 2.1611 1.2370 2.7338
C 2.5347 0.5183 3.8538
C 1.6153 0.2891 4.8656
C 0.3205 0.7731 4.7614
C -0.0600 1.5048 3.6486
H 1.9138 1.7664 -0.1592
H 1.2115 4.2347 3.3573
H 2.7838 6.1304 3.5211
H 3.9843 6.9167 1.5144
H 3.5523 5.8633 -0.6683
H 1.9495 3.9974 -0.8472
H 2.8699 1.4180 1.9386
H 3.5427 0.1435 3.9341
H 1.9104 -0.2707 5.7394
H -0.3976 0.5842 5.5436
H -1.0636 1.8915 3.5482
C -4.0349 -3.5802 -1.1547
C -2.5135 -3.4947 -1.0860
C -2.0110 -4.0933 0.2310
C -1.8936 -4.2116 -2.2871
N -2.1900 -2.0649 -1.1725
N -0.7974 -1.8081 -1.3427
H -4.3523 -4.6174 -1.1117
H -4.3855 -3.1382 -2.0824
H -4.4816 -3.0436 -0.3216
H -2.1813 -5.1638 0.2467
H -2.5373 -3.6481 1.0739
H -0.9421 -3.9318 0.3792
H -2.2692 -5.2287 -2.3380
H -0.8071 -4.2675 -2.2217
H -2.1705 -3.6997 -3.2059
H -2.5335 -1.5955 -0.3365
H -0.6199 -1.8697 -2.3547
H -0.2426 -2.5622 -0.9046
```



# 2
C21H31F5NiP2 | ωB97M-V with the def2-TZVPD basis set

As for the spin multiplicity: 3. The expectation value of S² is 2.028. As for the orbital gap (spin up / spin down): 5.17 / 4.63 eV. For the highest occupied orbital energy (spin up / spin down), the calculation gives -5.670 / -5.680 eV. The total energy is -3508.70787 hartree. The energy above the lowest of the compared OMol25 structures with the same formula, charge and spin comes out at 5.638 eV. The strongest force on any atom is 5.1 eV Å⁻¹.

XYZ file:
```
60
C21H31F5NiP2 (ωB97M-V with the def2-TZVPD basis set)
P 0.2211 -2.1236 -1.9361
P 0.3115 1.7871 -1.9558
C -0.1260 -0.8102 -3.1316
C 0.8652 0.3322 -2.8680
H -1.1831 -0.5270 -3.1380
H 0.1005 -1.2167 -4.1208
H 1.7759 -0.0385 -2.3578
H 1.1924 0.7520 -3.8428
C -0.6001 2.5777 -3.3561
H -0.9991 3.5666 -3.1099
H -1.4305 1.9261 -3.6530
H 0.0675 2.6688 -4.2235
C 1.8066 2.7820 -1.6788
H 1.9414 3.5022 -2.5054
H 2.6875 2.1213 -1.6563
H 1.7646 3.3399 -0.7309
C -0.6724 -3.6251 -2.4007
H -0.4634 -4.4173 -1.6580
H -0.2860 -3.9359 -3.3814
H -1.7581 -3.4454 -2.4589
C 1.9512 -2.5833 -2.1956
H 2.6118 -1.7119 -2.2579
H 2.0365 -3.1223 -3.1539
H 2.2993 -3.2354 -1.3880
Ni 2.6323 -0.6885 2.2555
C -1.0179 1.7092 -0.6498
C -2.4532 1.6038 -0.9763
C -3.1140 0.3207 -1.1868
C -3.1434 -0.7205 0.0301
C -2.1479 -1.7569 0.0426
C -0.7685 -1.6825 -0.3464
C 0.0622 -0.5431 0.3964
C -0.5894 0.8267 0.6026
C 2.0162 -2.5532 2.4098
H -0.9740 2.7289 -0.2397
H -3.0250 2.5215 -0.8390
H -2.7340 -0.2350 -2.0627
H -4.1624 0.5578 -1.4253
H -3.2830 -0.1938 0.9906
H -4.0785 -1.2909 -0.0668
H -2.4892 -2.7423 0.3614
H -0.3494 -2.5992 0.1201
H 1.0657 -0.4158 -0.0577
H 0.3178 -0.9384 1.4135
H -1.4825 0.7178 1.2380
H 0.0661 1.4510 1.2519
H 2.3822 -2.7005 3.4573
H 2.6607 -3.1388 1.7173
H 0.9587 -2.9066 2.3094
F -0.4554 -0.5707 3.6310
C 0.3254 0.4963 3.9706
C 1.6983 0.4880 3.7893
C 2.3545 1.4021 4.5985
F 3.6810 1.2920 4.8406
C 1.6859 2.4392 5.2878
F 2.3791 3.3092 6.0413
C 0.3053 2.5602 5.2382
F -0.3397 3.5950 5.8158
C -0.3781 1.5421 4.5999
F -1.7206 1.5521 4.6002
```



# 3
C19H20N2O4 | ωB97M-V with the def2-TZVPD basis set

As for the orbital gap: 8.57 eV. For the highest occupied orbital energy, the calculation gives -8.005 eV. The total energy is -1146.50138 hartree. The energy above the lowest of the compared OMol25 structures with the same formula, charge and spin comes out at 2.285 eV. The strongest force on any atom is 0.8 eV Å⁻¹.

XYZ file:
```
45
C19H20N2O4 (ωB97M-V with the def2-TZVPD basis set)
C -6.8336 -0.1760 -0.4256
H -7.7038 -0.7632 -0.7151
O -5.7197 -0.9946 -0.6802
C -4.4763 -0.5044 -0.4013
C -3.4063 -1.3632 -0.6683
C -2.1127 -0.9702 -0.4223
C -1.8496 0.2984 0.0981
C -2.9054 1.1527 0.3676
C -4.2125 0.7534 0.1183
H -5.0092 1.4458 0.3395
H -2.7396 2.1404 0.7690
O -0.5264 0.5935 0.3052
C -0.2043 1.7847 0.9735
C 1.3164 1.8523 1.1722
H 1.5375 2.8153 1.6563
C 1.8839 0.7130 2.0395
N 1.7408 -0.5816 1.4452
C 0.7407 -1.4830 1.6659
N 0.8155 -2.5497 0.9376
C 1.9285 -2.3739 0.1518
C 2.4903 -3.2032 -0.8120
C 3.6389 -2.7694 -1.4393
C 4.2290 -1.5446 -1.1205
C 3.6881 -0.7059 -0.1669
C 2.5267 -1.1290 0.4592
H 4.1501 0.2397 0.0737
H 5.1334 -1.2494 -1.6327
H 4.1009 -3.3892 -2.1937
H 2.0357 -4.1515 -1.0495
H -0.0256 -1.3113 2.3981
H 1.3696 0.7211 3.0043
H 2.9493 0.9071 2.2023
O 1.9862 1.8078 -0.0822
C 1.9936 2.9215 -0.8248
O 1.4974 3.9588 -0.4716
C 2.7143 2.6898 -2.1231
H 3.5570 3.3740 -2.1918
H 3.0542 1.6607 -2.1827
H 2.0384 2.9084 -2.9465
H -0.5119 2.6618 0.3869
H -0.6923 1.8310 1.9584
H -1.2834 -1.6326 -0.6113
H -3.6205 -2.3414 -1.0670
H -6.8041 0.7426 -1.0212
H -6.9102 0.0823 0.6360
```